{
  "formula": "C4H8O2",
  "method": "ωB97M-V with the def2-TZVPD basis set",
  "e_above_lowest_kcal_mol": 44.6,
  "total_charge": 0,
  "e_homo_ev": -9.993,
  "energy_ha": -307.6413,
  "homo_lumo_gap_ev": 10.73,
  "smiles": "CC(=O)O.C=C",
  "max_force_ev_per_a": 3.65,
  "species": ["C", "C", "O", "O", "H", "H", "H", "H", "C", "C", "H", "H", "H", "H"],
  "xyz": [[-0.318, 0.188, 2.478], [-0.984, 0.563, 1.113], [-0.603, 1.325, 0.310], [-2.017, -0.228, 0.876], [0.725, 0.643, 2.652], [-0.822, 0.765, 3.326], [-0.222, -0.855, 2.655], [-2.310, -0.128, -0.018], [0.665, 0.087, -2.026], [1.442, -0.855, -2.527], [0.808, 1.133, -2.300], [-0.182, -0.015, -1.316], [2.279, -0.748, -3.092], [1.539, -1.875, -2.131]],
  "mulliken_charge": [-0.9781, 0.7475, -0.5191, -0.4460, 0.2995, 0.2744, 0.3038, 0.3476, -0.1640, -0.5228, 0.2143, -0.0773, 0.2994, 0.2209]
}

{
  "formula": "C6H15NO",
  "method": "ωB97M-V with the def2-TZVPD basis set",
  "e_above_lowest_kcal_mol": 45.0,
  "total_charge": -1,
  "spin_multiplicity": 2,
  "e_homo_ev": [0.915, -5.816],
  "energy_ha": -367.4918,
  "homo_lumo_gap_ev": [2.73, 9.38],
  "max_force_ev_per_a": 4.48,
  "species": ["C", "C", "C", "C", "C", "C", "N", "H", "H", "H", "H", "H", "H", "H", "H", "H", "H", "H", "H", "H", "H", "H", "O"],
  "xyz": [[-2.935, -0.840, -0.717], [-1.328, -1.004, -0.553], [-0.538, 0.301, -0.730], [0.914, 0.067, -0.662], [1.577, -0.166, -1.824], [1.468, 0.087, 0.714], [-1.045, -1.727, 0.647], [-3.452, -0.802, 0.213], [-3.171, 0.035, -1.258], [-3.223, -1.828, -1.242], [-1.146, -1.767, -1.342], [-0.738, 0.726, -1.806], [-1.002, 1.061, -0.171], [1.187, -0.419, -2.754], [2.657, -0.411, -1.752], [0.736, 0.064, 1.491], [2.023, 0.918, 0.967], [2.058, -0.804, 0.695], [0.028, -1.811, 0.650], [-1.150, -1.136, 1.478], [2.647, 2.973, 2.273], [1.272, 2.886, 1.546], [1.705, 2.717, 2.390]],
  "mulliken_charge": [-1.2091, 0.5890, -2.2055, 1.4706, -0.4843, -2.7986, -0.7955, 0.3638, 0.3879, 0.2967, 0.0554, 0.0173, 0.4752, 0.3994, 0.3052, 0.2666, 1.0539, -0.0002, 0.4099, 0.4720, 0.6924, 0.4740, -1.2359]
}

{
  "formula": "C10H14N2O2S",
  "method": "ωB97M-V with the def2-TZVPD basis set",
  "e_above_lowest_kcal_mol": 70.4,
  "total_charge": 0,
  "e_homo_ev": -8.006,
  "energy_ha": -1047.5362,
  "homo_lumo_gap_ev": 7.90,
  "smiles": "Nc1cccnc1O.S=C1CCCOC1",
  "max_force_ev_per_a": 4.32,
  "species": ["N", "C", "C", "C", "C", "N", "C", "O", "H", "H", "H", "H", "H", "H", "S", "C", "C", "C", "C", "O", "C", "H", "H", "H", "H", "H", "H", "H", "H"],
  "xyz": [[2.486, -3.412, -1.040], [1.540, -2.783, -0.196], [1.452, -3.252, 1.160], [0.586, -2.685, 2.036], [-0.148, -1.553, 1.616], [-0.072, -1.088, 0.346], [0.625, -1.802, -0.527], [0.630, -1.309, -1.819], [3.112, -4.063, -0.638], [2.695, -2.984, -1.953], [2.124, -4.074, 1.549], [0.428, -2.909, 3.132], [-0.892, -1.099, 2.208], [-0.140, -0.767, -1.743], [-2.433, -0.322, -0.648], [-1.586, 1.104, -0.363], [-0.803, 1.735, -1.398], [-0.634, 3.192, -1.167], [-0.462, 3.467, 0.277], [-1.424, 3.022, 1.151], [-1.580, 1.652, 0.995], [-1.291, 1.667, -2.375], [0.021, 0.939, -1.548], [0.196, 3.688, -1.684], [-1.434, 3.667, -1.530], [0.460, 2.968, 0.694], [-0.313, 4.494, 0.405], [-2.458, 1.316, 1.591], [-0.685, 1.192, 1.469]],
  "mulliken_charge": [-0.4734, 0.8562, -0.3779, -0.7095, -0.3831, -0.2665, 0.2274, -0.6473, 0.1852, 0.2181, 0.1928, 0.2835, 0.4047, 0.2501, -0.0664, 0.5810, -0.3278, -0.7231, -0.6732, -0.4232, -0.7307, 0.2596, 0.1840, 0.3360, 0.4479, 0.3463, 0.4206, 0.3309, 0.2778]
}